[1]
82
Properties=species:S:1:pos:R:3 method="wB97M-V/def2-TZVPD" charge=-2 homo_ev="1.37 / -3.76" homo_lumo_gap_ev="2.80 / 7.92" spin_multiplicity=2 s_squared=0.752
As -0.188 0.466 -0.449
F 0.862 1.087 -1.767
F -0.374 2.123 0.170
F -1.397 -0.086 0.748
F -0.080 -1.247 -1.063
F 1.228 0.040 0.583
F -1.607 0.708 -1.591
C 2.547 -3.945 0.732
O 3.097 -4.083 1.762
N 2.381 -2.838 0.109
N 1.959 -4.940 0.236
H 2.713 -2.064 0.667
H 1.854 -2.789 -0.751
H 1.831 -5.757 0.816
H 1.416 -4.765 -0.597
C -4.293 -0.894 -2.775
O -5.196 -1.480 -3.260
N -4.007 0.420 -2.745
N -3.344 -1.487 -2.166
H -3.152 0.684 -2.278
H -4.596 0.967 -3.357
H -3.404 -2.477 -1.980
H -2.544 -0.938 -1.885
C -0.991 -1.412 3.816
O -1.074 -1.907 4.917
N 0.166 -1.422 3.136
N -1.927 -0.988 3.117
H 0.818 -1.864 3.768
H 0.459 -0.735 2.457
H -1.684 -0.800 2.154
H -2.861 -0.856 3.478
C -0.683 3.023 -4.348
C 0.853 3.192 -4.419
C 1.449 4.079 -3.326
O 2.749 4.505 -3.597
C 3.312 5.286 -2.563
N 1.502 1.921 -4.342
H -1.147 2.762 -3.397
H -1.024 2.340 -5.127
H -1.132 3.977 -4.624
H 1.140 3.733 -5.321
H 1.431 3.557 -2.369
H 0.802 4.916 -3.065
H 2.890 6.288 -2.485
H 4.367 5.421 -2.798
H 3.168 4.733 -1.634
H 2.472 1.845 -4.069
H 1.089 1.404 -3.579
C -1.751 -4.964 1.485
C -2.379 -4.031 0.367
C -2.820 -5.007 -0.803
O -3.280 -4.269 -1.884
C -4.198 -4.815 -2.865
N -3.495 -3.637 1.176
H -0.815 -5.465 1.237
H -2.441 -5.705 1.887
H -1.451 -4.241 2.243
H -1.772 -3.222 -0.039
H -3.624 -5.665 -0.473
H -2.064 -5.671 -1.222
H -5.166 -4.948 -2.383
H -4.009 -5.861 -3.108
H -4.324 -4.174 -3.737
H -4.148 -4.405 1.242
H -3.459 -3.260 2.113
C 1.347 2.967 2.421
C 1.757 3.033 3.920
C 3.280 3.107 4.021
O 3.888 4.204 3.258
C 5.277 4.114 3.163
N 1.193 4.190 4.551
H 1.754 3.816 1.871
H 0.273 2.852 2.279
H 1.794 2.129 1.887
H 1.392 2.189 4.505
H 3.807 2.170 3.841
H 3.496 3.379 5.054
H 5.605 3.181 2.705
H 5.756 4.203 4.138
H 5.610 4.945 2.543
H 1.421 4.199 5.535
H 1.697 4.961 4.136

***

[2]
106
Properties=species:S:1:pos:R:3 method="wB97M-V/def2-TZVPD" charge=+2 homo_ev="-13.76 / -13.76" homo_lumo_gap_ev="7.29 / 3.85" spin_multiplicity=2 s_squared=0.761
K 2.717 0.349 -3.996
K -1.816 -2.683 -2.620
K 4.699 1.647 -1.350
N 3.379 6.130 1.768
S 3.193 5.449 3.393
O 4.344 4.783 4.012
O 1.864 5.035 3.858
F 3.269 6.884 4.135
S 2.984 4.855 1.072
O 1.571 4.580 1.039
O 3.889 3.718 0.971
F 3.211 5.641 -0.405
N 2.358 0.269 -1.227
S 1.634 -1.222 -0.898
O 0.420 -1.640 -1.617
O 2.058 -1.861 0.347
F 2.638 -2.127 -1.860
S 1.201 0.950 -0.485
O 1.058 0.696 0.958
O -0.018 1.237 -1.254
F 1.956 2.383 -0.456
C -1.513 -0.724 2.812
O -2.675 -1.247 2.351
P -3.192 -0.894 0.815
O -2.269 -1.118 -0.316
O -4.560 -1.725 0.623
C -4.434 -3.031 1.222
O -3.799 0.609 0.903
C -4.984 0.858 1.716
H -1.481 -0.582 3.892
H -1.138 0.112 2.221
H -0.700 -1.441 2.698
H -4.529 -3.053 2.308
H -3.618 -3.666 0.879
H -5.337 -3.537 0.878
H -5.180 0.122 2.496
H -5.833 0.772 1.038
H -4.897 1.894 2.045
C 0.916 6.764 -4.348
O 0.816 5.300 -4.443
P 1.640 4.415 -3.333
O 1.713 2.890 -3.538
O 0.901 4.834 -1.918
C -0.351 4.246 -1.797
O 3.016 5.137 -3.176
C 4.102 4.901 -4.093
H 1.091 7.105 -5.369
H 1.738 7.136 -3.736
H -0.106 7.056 -4.108
H -0.344 3.729 -0.837
H -0.730 3.524 -2.520
H -0.988 5.130 -1.750
H 3.786 4.203 -4.869
H 4.932 4.446 -3.553
H 4.416 5.860 -4.507
C 3.729 0.657 2.537
O 3.857 -0.026 3.777
P 2.665 -0.107 4.883
O 1.948 1.187 5.132
O 1.664 -1.249 4.229
C 2.084 -2.406 3.632
O 3.419 -0.766 6.075
C 2.715 -1.055 7.246
H 4.529 1.388 2.422
H 2.730 1.083 2.441
H 3.928 -0.007 1.696
H 2.222 -3.140 4.425
H 3.075 -2.205 3.224
H 1.546 -2.755 2.750
H 2.881 -2.117 7.427
H 1.687 -0.695 7.204
H 3.208 -0.590 8.099
C 0.154 -6.606 3.317
O -0.130 -7.465 2.230
P -1.172 -6.924 1.071
O -1.214 -7.834 -0.129
O -2.458 -6.766 2.101
C -3.019 -7.741 2.955
O -0.701 -5.396 0.863
C 0.490 -5.069 0.126
H -0.457 -6.952 4.151
H -0.132 -5.578 3.096
H 1.241 -6.632 3.386
H -2.438 -8.659 2.872
H -4.032 -7.888 2.580
H -2.976 -7.423 3.997
H 1.324 -4.885 0.802
H 0.299 -4.324 -0.646
H 0.757 -5.919 -0.503
C -0.768 0.866 -4.925
O -2.082 1.144 -5.405
P -3.310 0.085 -5.055
O -2.896 -1.354 -4.950
O -3.950 0.803 -3.730
C -3.287 0.759 -2.552
O -4.388 0.397 -6.198
C -4.000 0.529 -7.601
H -0.355 1.545 -4.179
H -0.153 1.011 -5.813
H -0.475 -0.132 -4.599
H -3.062 1.776 -2.233
H -2.270 0.375 -2.624
H -3.801 0.191 -1.776
H -4.836 0.436 -8.295
H -3.215 -0.192 -7.826
H -3.594 1.524 -7.782

***

[3]
69
Properties=species:S:1:pos:R:3 method="wB97M-V/def2-TZVPD" charge=+1 homo_ev="-11.80 / -12.09" homo_lumo_gap_ev="8.22 / 8.38" spin_multiplicity=4 s_squared=3.755 relative_energy_kj_mol=0.00
V 0.234 -3.136 0.122
C 0.260 0.009 1.218
O -0.212 -1.264 0.909
H -0.531 0.573 1.735
H 1.123 -0.007 1.896
H 0.514 0.618 0.337
C 3.136 2.442 2.983
C 3.922 1.660 4.003
O 3.860 2.345 5.244
H 3.555 3.436 2.820
H 2.082 2.552 3.239
H 3.166 1.972 1.993
H 4.954 1.504 3.675
H 3.440 0.677 4.124
H 4.584 2.075 5.814
C -0.634 1.748 -2.529
C -1.778 0.953 -3.127
O -1.544 0.659 -4.498
H 0.358 1.370 -2.767
H -0.816 1.754 -1.446
H -0.635 2.824 -2.720
H -2.737 1.448 -2.972
H -1.824 -0.015 -2.611
H -0.725 1.049 -4.812
C 2.261 -1.401 -3.141
C 0.907 -1.327 -2.453
O 0.471 -2.631 -2.049
H 2.530 -0.424 -3.545
H 2.166 -2.002 -4.053
H 3.027 -1.836 -2.507
H 0.220 -0.831 -3.140
H 0.957 -0.667 -1.587
H 0.355 -3.190 -2.824
C 3.526 -1.565 1.742
C 3.308 -1.991 0.322
O 2.369 -3.123 0.259
H 2.595 -1.561 2.316
H 3.897 -0.545 1.855
H 4.230 -2.183 2.306
H 4.194 -2.151 -0.285
H 2.706 -1.220 -0.164
H 2.810 -3.798 0.795
C -2.692 -4.715 -1.929
C -3.148 -3.771 -0.833
O -1.966 -3.290 -0.120
H -2.519 -5.717 -1.525
H -1.731 -4.484 -2.394
H -3.441 -4.780 -2.715
H -3.804 -4.274 -0.128
H -3.605 -2.900 -1.300
H -2.328 -2.599 0.476
C 0.708 4.689 0.856
C -0.747 4.428 0.478
O -1.592 5.320 1.187
H 0.875 4.702 1.934
H 1.005 5.677 0.503
H 1.347 3.955 0.356
H -1.039 3.380 0.593
H -0.813 4.695 -0.579
H -1.786 4.951 2.053
C -5.354 -0.071 0.582
C -3.895 0.278 0.702
O -3.159 -0.835 1.247
H -5.898 0.748 0.114
H -5.735 -0.265 1.584
H -5.548 -0.980 0.009
H -3.812 1.082 1.446
H -3.396 0.639 -0.204
H -2.209 -0.663 1.129